[1]
Molecular formula: C33H33FMoN9O6S
Method: DFT, wB97M-V/def2-TZVPD

XYZ file:
```
84
Properties=species:S:1:pos:R:3:forces:R:3:mulliken_charge:R:1
Mo -2.220431 0.627500 -0.284675 -0.1897 -0.6174 0.1118 -0.007
O -9.118180 -1.803912 2.110218 0.0312 0.0060 -0.0911 -0.538
N -8.222381 -2.178305 1.394969 0.0685 -0.0759 0.1583 0.970
O -8.143710 -3.256032 0.841683 -0.0334 0.0679 -0.0268 -0.561
C -7.110166 -1.225822 1.155227 0.0034 0.0694 -0.0648 0.008
C -7.415451 0.084976 1.227968 0.1788 -0.0916 -0.0752 -0.982
C -6.416547 1.072530 0.935068 -0.0950 -0.0770 0.0578 0.855
C -6.659182 2.455230 1.022763 0.0867 0.0418 -0.0262 -0.496
C -5.639358 3.332053 0.747919 0.0657 -0.0988 -0.0067 -1.177
C -4.398776 2.824261 0.352027 -0.0390 0.1635 -0.0092 -0.427
N -4.154852 1.528015 0.244641 -0.1191 -0.0693 0.0653 0.575
C -5.142465 0.652109 0.557289 -0.0141 -0.0715 0.0480 -0.561
C -4.820784 -0.744795 0.532457 -0.0491 0.0067 0.1244 0.920
N -3.529121 -1.062772 0.252823 0.0795 0.2136 -0.1756 0.634
C -3.153802 -2.332097 0.291648 -0.0752 -0.1922 0.0600 -0.046
C -4.041313 -3.355020 0.632092 0.0828 0.1372 -0.0312 -1.377
C -5.353044 -3.054936 0.898758 -0.0098 0.0103 -0.0287 -0.453
C -5.784402 -1.711012 0.841697 -0.0669 0.1241 0.0738 0.150
H -8.418481 0.384931 1.501339 0.0083 0.0031 -0.0003 0.588
H -7.637280 2.814962 1.313555 -0.0255 -0.0033 0.0121 0.522
H -5.775501 4.400500 0.823395 -0.0031 0.0141 -0.0040 0.454
H -3.582364 3.493612 0.110901 -0.0394 -0.0059 -0.0043 0.506
H -2.123604 -2.543107 0.037027 -0.0376 -0.0141 0.0041 0.553
H -3.685381 -4.373792 0.668006 -0.0028 -0.0140 0.0109 0.452
H -6.052535 -3.836710 1.148453 -0.0086 -0.0113 -0.0012 0.612
C 4.084933 1.974954 4.239116 0.0397 -0.0047 0.0399 -0.977
C 3.384152 0.630135 4.259859 -0.0790 -0.1037 -0.0362 -0.990
N 2.472759 0.459085 3.104104 -0.0857 -0.0045 -0.0594 0.121
C 1.178487 0.703016 3.283817 -0.0211 -0.0780 -0.1900 -0.132
C 0.235282 0.612714 2.278018 0.0313 0.0731 0.3367 -0.360
C -1.176735 0.873983 2.629133 -0.1770 0.1063 -0.1772 -0.083
O -1.609473 0.919789 3.743191 0.1741 -0.0115 -0.0334 -0.584
O -1.973625 1.096329 1.560538 0.1586 0.0421 0.0576 -0.396
C 0.625606 0.214595 0.991069 -0.0990 -0.1750 0.1346 1.742
O -0.186265 0.029252 0.026986 -0.0533 0.2275 -0.1823 -0.248
C 2.026097 -0.063304 0.790852 0.1244 -0.0478 0.0418 0.840
C 2.506214 -0.495595 -0.454479 -0.0484 -0.0101 0.0505 -0.551
C 3.829150 -0.749673 -0.632709 0.1735 0.0422 0.0718 0.105
F 4.232765 -1.111730 -1.861123 0.1283 -0.0450 0.0549 -0.324
C 4.789461 -0.613334 0.409915 -0.1173 -0.0304 -0.1171 -1.161
C 4.302588 -0.192505 1.641208 -0.1651 -0.0754 -0.0817 -0.519
C 2.940659 0.076371 1.844956 0.0880 0.0876 0.1373 0.066
N 6.147372 -0.896495 0.245957 -0.0350 0.0322 0.0359 0.192
C 7.149673 -0.118608 0.955358 0.0620 0.1366 0.0860 -0.598
C 8.137345 -1.061180 1.642364 0.0811 -0.0814 -0.0199 -0.745
N 8.325775 -2.277168 0.759437 -0.0304 -0.0386 0.0450 -0.131
C 8.164270 -1.915051 -0.688071 0.0813 -0.1010 0.0448 -0.826
C 6.701127 -1.551606 -0.944288 -0.0980 0.0363 -0.0709 -0.673
H 4.765676 2.044299 5.085817 0.0124 0.0074 0.0189 0.389
H 3.366412 2.788658 4.322215 -0.0304 0.0134 -0.0021 0.349
H 4.657735 2.124095 3.324390 0.0173 -0.0058 -0.0275 0.315
H 2.762632 0.518182 5.146737 0.0693 0.0537 0.0092 0.473
H 4.075387 -0.211811 4.264901 -0.0008 0.0458 0.0254 0.441
H 0.863364 0.971926 4.284084 -0.0244 0.0180 0.0037 0.572
H 1.823589 -0.624175 -1.284136 -0.0032 0.0189 -0.0025 0.553
H 4.980654 -0.102190 2.473307 0.0115 -0.0175 -0.0069 0.534
H 6.699819 0.526524 1.704105 0.0203 -0.0230 -0.0328 0.359
H 7.672212 0.548023 0.261209 0.0062 -0.0238 0.0058 0.304
H 7.777906 -1.427319 2.602308 -0.0066 0.0585 -0.0075 0.408
H 9.117271 -0.605025 1.774819 -0.0491 0.0420 0.0232 0.392
H 7.629519 -2.983428 1.007420 0.0236 0.0170 -0.0299 0.380
H 9.242175 -2.697283 0.926896 -0.0224 0.0157 -0.0033 0.362
H 8.469505 -2.768668 -1.290712 -0.0290 0.0611 -0.0255 0.407
H 8.855691 -1.094190 -0.871076 -0.0433 -0.0181 -0.0530 0.362
H 6.137727 -2.459586 -1.148370 -0.0609 -0.0045 -0.0292 0.509
H 6.665681 -0.924974 -1.839127 -0.0113 -0.0055 0.0155 0.398
C -3.240897 2.330280 -6.160584 -0.0491 -0.0204 -0.0480 -1.029
N -3.127589 2.191187 -4.706436 0.0728 0.0827 0.1689 -0.205
C -2.967881 1.085811 -3.991869 -0.0793 0.0869 0.0001 0.732
S -3.544307 1.287221 -2.311612 -0.0996 0.0025 -0.2105 -0.249
N -2.558345 -0.054487 -4.476993 -0.1120 -0.1514 0.2481 -0.073
C -1.879728 -0.326038 -5.742823 0.0849 -0.0083 -0.0562 -1.156
H -3.916060 3.159812 -6.351659 0.0195 0.0006 -0.0404 0.358
H -3.677422 1.431342 -6.587379 0.0130 0.0334 -0.0123 0.369
H -2.278250 2.540259 -6.622007 -0.0392 0.0109 -0.0143 0.333
H -3.361927 3.005405 -4.158810 -0.0212 -0.0060 -0.0429 0.281
H -2.548837 -0.823185 -3.814945 0.0478 0.0138 -0.0387 0.281
H -1.349066 0.556151 -6.087462 0.0074 -0.0447 -0.0060 0.423
H -2.581823 -0.665425 -6.502120 0.0433 0.0004 -0.0022 0.356
H -1.156674 -1.114097 -5.544058 -0.0166 0.0045 -0.0533 0.369
O -0.786966 3.204326 -1.609111 -0.1261 -0.2482 0.1090 -0.205
C -1.279519 2.309505 -1.131569 0.3617 0.4473 -0.0768 0.338
N -1.339493 -1.687117 -2.390105 0.0591 -0.1340 -0.2070 -0.688
C -1.656652 -0.790373 -1.737715 0.0245 0.1842 0.0511 0.321
```
Forces are in eV/Å.

For the HOMO energy (spin up / spin down), the calculation gives -0.574 / -0.573 Eh. The multiplicity is 1. The value obtained for the LUMO energy (spin up / spin down) is -0.322 / -0.325 Ha. The charge is +3. The value obtained for the frontier orbital gap (spin up / spin down) is 6.88 / 6.74 eV. The energy relative to the best compared isomer or geometry (same formula, charge and spin) is 1.3 kcal/mol.



[2]
Molecular formula: C6H12N2O
Method: DFT, wB97M-V/def2-TZVPD

XYZ file:
```
21
Properties=species:S:1:pos:R:3:forces:R:3:mulliken_charge:R:1
C 0.164737 -0.532688 -0.283586 -0.4171 1.0568 0.7011 0.389
C -0.531817 1.718462 -0.154744 0.1045 -0.3126 0.0891 -0.942
C 0.636169 -1.837038 0.257582 -0.0050 0.0084 0.0112 -1.453
N -0.090826 0.482442 0.473295 0.1020 -0.7448 -0.4279 -0.366
C 2.319797 0.663581 -0.237760 1.2181 0.2424 -0.4090 0.249
N 2.770187 0.947656 0.992124 0.0509 0.0324 0.0525 -0.307
C -2.195928 -0.787804 0.270898 -1.1627 -0.4758 -0.0531 -0.396
C -3.023640 -0.527325 -0.713920 0.0618 0.0765 -0.1203 -0.503
O 2.903839 0.719108 -1.283217 -0.0730 0.0053 0.2073 -0.526
H 0.051361 -0.470516 -1.370564 0.0016 0.0546 -0.0254 0.370
H 3.722343 1.268043 1.148500 -0.2280 -0.0643 -0.0794 0.234
H 2.130697 0.875548 1.765247 -0.0143 -0.0027 -0.0592 0.256
H -2.388012 -1.333613 1.188635 0.1536 0.0414 0.0005 0.344
H 0.165922 2.510090 0.122438 0.0003 0.0407 -0.0350 0.350
H -0.596054 1.660848 -1.246752 0.0149 -0.0157 0.0003 0.317
H -1.509541 1.970908 0.254533 0.0012 0.0629 -0.0318 0.359
H 0.704371 -1.806698 1.343675 -0.0052 0.0216 -0.0187 0.321
H -0.059300 -2.624471 -0.041610 0.0472 0.0027 0.0004 0.425
H 1.614867 -2.076318 -0.166924 -0.0380 -0.0058 0.0090 0.406
H -2.725215 0.047851 -1.591073 0.0384 -0.0542 0.0749 0.196
H -4.063957 -0.868065 -0.726778 0.1488 0.0301 0.1135 0.280
```
Forces are in eV/Å.

For the HOMO energy (spin up / spin down), the calculation gives -0.283 / -0.272 Eh. The multiplicity is 1. The value obtained for the LUMO energy (spin up / spin down) is 0.015 / 0.023 Ha. The value obtained for the frontier orbital gap (spin up / spin down) is 8.10 / 8.03 eV. The energy relative to the best compared isomer or geometry (same formula, charge and spin) is 140.7 kcal/mol.



[3]
Molecular formula: CH2NO4
Method: DFT, wB97M-V/def2-TZVPD

XYZ file:
```
8
Properties=species:S:1:pos:R:3:forces:R:3:mulliken_charge:R:1
C 1.570709 0.384077 0.747116 -1.4184 3.1245 4.2157 -0.133
N -1.708318 -0.654924 -1.079371 1.2744 0.1852 0.5276 1.286
O -2.534073 0.086069 -1.223461 -1.5130 1.3276 -0.1462 -0.295
O -1.246237 -1.668993 -1.226428 0.5816 -1.8768 -0.4733 -0.311
O -0.539197 0.322035 -0.028096 -1.4120 1.3090 0.6652 -0.427
O 0.759318 -0.046717 -0.052232 1.2825 -1.2392 -0.9648 0.126
H 1.089995 1.485302 2.161650 0.9466 -2.5674 -3.4825 0.385
H 2.607803 0.093152 0.700822 0.2584 -0.2630 -0.3417 0.369
```
Forces are in eV/Å.

For the HOMO energy (spin up / spin down), the calculation gives -0.613 / -0.613 Eh. The multiplicity is 1. The value obtained for the LUMO energy (spin up / spin down) is -0.215 / -0.215 Ha. The charge is +1. The value obtained for the frontier orbital gap (spin up / spin down) is 10.81 / 10.81 eV. The energy relative to the best compared isomer or geometry (same formula, charge and spin) is 161.3 kcal/mol.